A 2-piece molecular cluster, C4H9NO2 overall. Source: the Open Molecules 2025 dataset; level of theory: ωB97M-V/def2-TZVPD.

Geometry (Å):
C 0.5125 0.0705 2.1030
C 0.1041 -0.2821 0.6827
O -1.3420 -0.5128 0.6834
C 0.2244 0.8758 -0.3069
C 0.2907 0.0059 -1.5326
O 1.2316 -0.8055 -1.6636
N -0.7436 -0.0438 -2.3637
H -0.0784 0.8953 2.5363
H 1.5668 0.3581 2.1116
H 0.3971 -0.7907 2.7717
H 1.1344 -0.9969 -0.2307
H -1.5444 -1.4386 0.8441
H -0.5901 1.6194 -0.3102
H 1.1865 1.3682 -0.1529
H -0.7974 -0.8544 -2.9610
H -1.5521 0.5317 -2.2112

- HOMO (eV) = -8.32
- ΔE to the lowest compared entry with this formula, charge and spin (kcal per mole) = 72.40
- largest force on an atom (eV/Å) = 3.7
- Kohn-Sham gap (eV) = 9.1
- charge = 0

***

A 3-piece molecular cluster, C13H21NO9P overall. Source: the Open Molecules 2025 dataset; level of theory: ωB97M-V/def2-TZVPD.

Geometry (Å):
C -1.0263 -3.8211 -5.2538
C -0.2112 -2.5513 -5.4174
C 1.2801 -2.8163 -5.5083
O 1.8873 -3.2603 -4.3200
C 2.0587 -2.3488 -3.2530
O 1.9773 -0.9151 -3.8548
C 1.2693 -0.1002 -3.2100
N 0.6148 0.6976 -2.6574
P 0.6628 -2.7066 -2.0637
O 0.6988 -4.1570 -1.7057
H -0.6794 -4.6064 -5.9101
H -1.0299 -4.1555 -4.2251
H -2.0552 -3.6072 -5.5222
H -0.4353 -1.8089 -4.6638
H -0.4847 -2.0993 -6.3696
H 1.3833 -3.6443 -6.2051
H 1.7986 -1.9824 -5.9704
H -0.6439 -2.4271 -2.5734
H 0.8901 -1.9785 -0.8787
C 2.0001 0.4653 4.0747
C 1.0868 -0.5993 3.5147
C 1.4863 -1.1544 2.1688
O 0.2237 -1.5736 1.6348
C -0.7307 -0.7961 2.1818
O -1.8617 -0.7423 1.8296
O -0.2151 -0.0600 3.2097
H 1.4848 1.0486 4.8372
H 2.8851 0.0111 4.5193
H 2.3204 1.1580 3.2959
H 0.9468 -1.4020 4.2446
H 2.1711 -1.9964 2.2272
H 1.9020 -0.3933 1.5049
C -1.9289 2.6979 2.3330
C -1.8382 3.7787 3.3807
C -2.3290 5.1419 2.9589
O -1.5693 6.0142 3.8133
C -0.4104 5.3763 4.1128
O 0.5180 5.8847 4.6496
O -0.4653 4.0837 3.7172
H -1.2607 1.8766 2.5732
H -2.9441 2.3096 2.2671
H -1.6406 3.0740 1.3499
H -2.3333 3.4551 4.3009
H -3.3945 5.2899 3.1159
H -2.0770 5.3720 1.9218

- HOMO (eV) = -3.13
- largest force on an atom (eV/Å) = 1.4
- Kohn-Sham gap (eV) = 5.5
- charge = -1

***

A 2-piece molecular cluster, C10H23O4S overall. Source: the Open Molecules 2025 dataset; level of theory: ωB97M-V/def2-TZVPD.

Geometry (Å):
C 3.8446 -0.5273 -2.1002
C 3.2376 -1.8653 -1.3010
C 1.6784 -2.0390 -1.8683
C 0.8487 -3.2466 -1.1156
O -0.5728 -2.9199 -0.9225
C -1.3133 -2.8599 -2.1919
C -1.5147 -1.3552 -2.8116
C -1.6016 -0.1508 -1.7032
H 4.0966 -0.9136 -3.1916
H 2.9589 0.2599 -2.0829
H 4.7789 -0.0609 -1.5496
H 3.8966 -2.8341 -1.5269
H 3.1498 -1.6758 -0.1287
H 1.6555 -2.1302 -3.0583
H 1.1546 -0.9909 -1.6431
H 1.2978 -3.2520 -0.0092
H -2.4091 -3.2690 -1.9546
H -0.8767 -3.6295 -2.9924
H -0.5463 -1.1403 -3.4762
H -2.4858 -1.2676 -3.4998
H -1.0283 0.7856 -2.1717
H -2.6986 0.1812 -1.4593
H -1.0714 -0.3697 -0.6833
O -0.7220 1.0560 1.2471
S -1.2845 1.2388 2.5690
O -2.7088 1.3586 2.7883
O -0.5329 2.4900 3.2948
C -0.5133 3.7486 2.6353
C -1.8543 4.4496 2.7411
C -0.6628 -0.0416 3.6307
H -0.2070 3.6327 1.5913
H 0.2501 4.3571 3.1318
H -2.6272 3.9101 2.1855
H -1.7939 5.4641 2.3353
H -2.1828 4.5029 3.7841
H 0.4192 -0.1143 3.5051
H -1.1383 -0.9814 3.3390
H -0.9207 0.1996 4.6634

- HOMO (eV) = -0.93
- largest force on an atom (eV/Å) = 2.8
- Kohn-Sham gap (eV) = 3.4
- charge = -1

***

C21H33BN8PRu as an isolated structure. Source: the Open Molecules 2025 dataset; level of theory: ωB97M-V/def2-TZVPD.

Geometry (Å):
Ru 0.1390 0.1312 0.2362
C 2.9913 -2.6762 1.2309
C 2.4169 -1.4152 1.2763
N 1.3273 -1.4099 0.4996
N 1.1713 -2.6217 -0.0458
C 2.1667 -3.4139 0.3788
B 0.0282 -2.8742 -1.0711
N 0.1833 -1.7981 -2.1781
C 0.2164 -1.9383 -3.5103
C 0.1428 -0.6738 -4.0956
C 0.0593 0.2077 -3.0194
N 0.0991 -0.4742 -1.8781
N -1.3303 -2.5863 -0.4085
C -2.5077 -3.2184 -0.5387
C -3.4981 -2.4430 0.0612
C -2.8251 -1.3169 0.5393
N -1.5321 -1.4172 0.2608
N 0.1780 -4.2874 -1.6054
C -0.1814 -5.4700 -1.0826
C 0.3705 -6.4836 -1.8830
C 1.0992 -5.7995 -2.8935
N 1.0358 -4.5340 -2.6278
H 3.8756 -3.0202 1.7335
H 2.7479 -0.5438 1.8279
H 2.2740 -4.4417 0.0897
H 0.3126 -2.8983 -3.9893
H 0.1510 -0.4360 -5.1439
H -0.0359 1.2797 -3.0415
H -2.6242 -4.1625 -1.0363
H -4.5457 -2.6654 0.1390
H -3.2308 -0.4762 1.0726
H -0.7841 -5.5688 -0.1988
H 0.3968 -7.5435 -1.6900
H 1.7211 -6.2020 -3.6726
C -0.7049 4.8945 -0.3454
C -0.8490 4.2344 0.9965
C -2.2725 4.1606 1.4706
P -0.0269 2.4695 0.9846
C 1.8168 2.7161 0.6019
C 2.4797 3.9446 1.1980
C 2.0199 2.6148 -0.9091
C -0.0189 1.8455 2.7837
C 0.2477 2.8789 3.8615
C -1.3060 1.0612 3.0310
H -1.0462 5.9334 -0.2470
H -1.3460 4.4551 -1.1082
H 0.3201 4.9619 -0.7014
H -0.2014 4.7130 1.7496
H -2.9382 3.6908 0.7478
H -2.6461 5.1872 1.5782
H -2.3934 3.7062 2.4505
H 2.2859 1.8206 1.0594
H 2.1266 4.8744 0.7548
H 3.5518 3.8970 0.9811
H 2.3983 4.0000 2.2810
H 1.5548 3.4384 -1.4469
H 1.6156 1.6628 -1.2873
H 3.0829 2.6558 -1.1459
H 0.8227 1.1185 2.7882
H -0.5650 3.5972 3.9667
H 1.1917 3.4047 3.7347
H 0.3215 2.3634 4.8256
H -2.1905 1.6942 3.0009
H -1.2841 0.6098 4.0225
H -1.4111 0.2594 2.2826

- spin multiplicity = 6
- HOMO (alpha / beta) (eV) = -21.04 / -20.82
- largest force on an atom (eV/Å) = 3.1
- Kohn-Sham gap (alpha / beta) (eV) = 5.7 / 4.7
- charge = +4

***

One molecule with the formula C20H24N2O2. Source: the Open Molecules 2025 dataset; level of theory: ωB97M-V/def2-TZVPD.

Geometry (Å):
O 3.7515 0.4318 1.6692
C 2.9326 -0.2101 1.0336
N 1.6087 0.0671 1.1248
C 0.4956 -0.6191 0.5115
H -0.1374 0.1265 0.0107
C -0.3440 -1.3257 1.5919
N -0.8070 -0.3750 2.5789
C -2.0297 0.2647 2.4021
C -2.2181 1.6252 2.6624
C -3.4667 2.2064 2.5411
C -4.5625 1.4588 2.1510
C -4.3927 0.1080 1.8963
C -3.1525 -0.4818 2.0245
H -3.0605 -1.5434 1.8516
H -5.2386 -0.4973 1.6038
H -5.5339 1.9182 2.0519
H -3.5778 3.2614 2.7470
H -1.3902 2.2512 2.9566
C 0.3166 0.3212 3.1667
H 0.9455 -0.4312 3.6572
C 1.1625 1.0394 2.1068
H 0.5670 1.8072 1.6007
H 2.0460 1.4955 2.5552
H -0.0307 1.0165 3.9294
H 0.2749 -2.0758 2.0976
H -1.1841 -1.8270 1.1159
H 0.8273 -1.3342 -0.2358
C 3.3954 -1.3067 0.0884
C 3.9209 -0.6994 -1.2175
C 2.8319 0.0112 -2.0146
H 3.2697 0.4688 -2.9126
O 1.8581 -0.9456 -2.3840
C 0.7249 -0.5247 -3.0127
C 0.4617 0.7867 -3.3903
C -0.7359 1.0945 -4.0158
C -1.6755 0.1137 -4.2705
C -1.4122 -1.1951 -3.8965
C -0.2250 -1.5142 -3.2721
H -0.0033 -2.5283 -2.9773
H -2.1373 -1.9709 -4.0924
H -2.6051 0.3641 -4.7580
H -0.9291 2.1168 -4.3060
H 1.1789 1.5718 -3.2092
H 2.3765 0.8019 -1.4039
H 4.3456 -1.4931 -1.8340
H 4.7046 0.0227 -0.9851
H 4.2267 -1.8080 0.5877
H 2.6267 -2.0443 -0.1263

- HOMO (eV) = -7.67
- ΔE to the lowest compared entry with this formula, charge and spin (kcal per mole) = 40.03
- SMILES = O=C(CCCOc1ccccc1)N1CCN(c2ccccc2)CC1
- largest force on an atom (eV/Å) = 0.6
- Kohn-Sham gap (eV) = 8.4
- charge = 0

***

A 13-piece molecular cluster, H24NO15 overall. Source: the Open Molecules 2025 dataset; level of theory: ωB97M-V/def2-TZVPD.

Geometry (Å):
N -11.6408 26.2381 -7.3612
O -12.3398 26.7036 -8.2490
O -11.7562 26.5626 -6.1604
O -10.7049 25.5341 -7.6644
O -10.8123 27.2096 -10.6817
H -11.2811 26.6183 -10.0927
H -11.2022 27.0510 -11.5413
O -9.6579 24.5570 -4.6445
H -9.1567 25.3002 -4.3087
H -10.5432 24.6923 -4.3066
O -14.6199 25.4916 -4.5319
H -14.1811 25.1488 -5.3105
H -14.8117 24.7166 -4.0038
O -15.5293 26.1162 -8.9053
H -14.7060 26.5933 -8.8011
H -16.2071 26.7879 -8.8302
O -8.0016 25.0025 -6.6993
H -8.2314 25.4869 -7.4922
H -7.5047 25.6277 -6.1717
O -10.0243 27.2935 -4.2043
H -10.3302 27.8634 -3.4987
H -10.6232 27.4678 -4.9303
O -10.9374 23.0036 -6.5736
H -11.4823 23.3837 -7.2627
H -11.5613 22.6062 -5.9661
O -13.9947 24.0766 -6.9458
H -14.0588 24.6762 -7.6891
H -14.9031 23.8921 -6.7071
O -8.3884 26.5480 -8.9612
H -9.1641 26.5357 -9.5218
H -8.1295 27.4690 -8.9298
O -11.9291 29.7178 -9.4332
H -12.2174 28.9341 -8.9653
H -11.4819 29.3825 -10.2102
O -9.2136 23.0742 -8.3167
H -9.9940 22.7647 -8.7765
H -8.5802 23.2523 -9.0119
O -13.5540 28.6850 -5.2353
H -13.1147 27.9905 -5.7261
H -14.4305 28.7311 -5.6171

- HOMO (eV) = -5.80
- ΔE to the lowest compared entry with this formula, charge and spin (kcal per mole) = 48.93
- largest force on an atom (eV/Å) = 3.6
- Kohn-Sham gap (eV) = 8.4
- charge = -1

***

C5H8O2 as an isolated structure. Source: the Open Molecules 2025 dataset; level of theory: ωB97M-V/def2-TZVPD.

Geometry (Å):
C 2.5963 -0.4641 -0.4770
C 1.3862 0.3294 0.0220
C -0.6370 0.0653 1.0131
C -1.5571 0.5396 0.0048
C -2.6238 -0.1423 -0.5452
H 2.4293 -1.4348 -1.0267
H 2.8798 -0.9363 0.7258
H 3.0773 0.1003 -0.9475
H -0.4075 0.9575 1.5259
H -1.4265 -0.8049 1.2995
H -1.4995 1.4139 -0.3671
H -2.6229 -1.0480 -0.2875
H -3.4164 0.3195 -1.5308
O 1.3133 1.5710 0.0171
O 0.5085 -0.4661 0.5735

- HOMO (eV) = -9.91
- ΔE to the lowest compared entry with this formula, charge and spin (kcal per mole) = 136.65
- largest force on an atom (eV/Å) = 16.7
- Kohn-Sham gap (eV) = 10.7
- charge = 0

***

A 2-piece molecular cluster, C4H7NO2 overall. Source: the Open Molecules 2025 dataset; level of theory: ωB97M-V/def2-TZVPD.

Geometry (Å):
C 1.1409 1.4560 -0.7329
C -0.1920 -0.4545 -0.5689
C 0.3821 -1.7748 -0.4302
O 0.7744 -2.4792 -1.3512
C -0.6890 0.3096 0.5559
O -0.3644 1.5209 0.6544
N -1.4357 -0.2237 1.5412
H 1.9168 1.1280 -0.0501
H 1.1694 1.0303 -1.7249
H 0.9643 2.5296 -0.7115
H -0.5990 -0.2012 -1.5474
H 0.5311 -2.1243 0.6192
H -1.9298 -1.0920 1.4267
H -1.6691 0.3751 2.3195

- HOMO (alpha / beta) (eV) = -8.09 / -8.09
- ΔE to the lowest compared entry with this formula, charge and spin (kcal per mole) = 100.15
- largest force on an atom (eV/Å) = 0.4
- Kohn-Sham gap (alpha / beta) (eV) = 7.5 / 7.5
- charge = 0

***

Q: The highest largest force on an atom belongs to which entry?
A: C5H8O2